Entry 1:
{
  "formula": "C51H132N8O16",
  "method": "ωB97M-V/def2-TZVPD",
  "species": ["C", "C", "C", "O", "H", "H", "H", "H", "H", "H", "H", "H", "C", "C", "C", "O", "H", "H", "H", "H", "H", "H", "H", "H", "C", "C", "C", "O", "H", "H", "H", "H", "H", "H", "H", "H", "C", "O", "C", "C", "N", "C", "C", "O", "C", "H", "H", "H", "H", "H", "H", "H", "H", "H", "H", "H", "H", "H", "H", "H", "C", "O", "C", "C", "N", "C", "C", "O", "C", "H", "H", "H", "H", "H", "H", "H", "H", "H", "H", "H", "H", "H", "H", "H", "C", "O", "C", "C", "N", "C", "C", "O", "C", "H", "H", "H", "H", "H", "H", "H", "H", "H", "H", "H", "H", "H", "H", "H", "C", "O", "C", "C", "N", "C", "C", "O", "C", "H", "H", "H", "H", "H", "H", "H", "H", "H", "H", "H", "H", "H", "H", "H", "C", "O", "C", "C", "N", "C", "C", "O", "C", "H", "H", "H", "H", "H", "H", "H", "H", "H", "H", "H", "H", "H", "H", "H", "C", "C", "C", "O", "C", "N", "H", "H", "H", "H", "H", "H", "H", "H", "H", "H", "H", "C", "C", "C", "O", "C", "N", "H", "H", "H", "H", "H", "H", "H", "H", "H", "H", "H", "C", "C", "C", "O", "C", "N", "H", "H", "H", "H", "H", "H", "H", "H", "H", "H", "H"],
  "coordinates": [[1.2132, -0.5210, -1.6604], [1.2008, -0.0034, -0.2086], [-0.0308, 0.6300, 0.3236], [1.4705, -1.0480, 0.6914], [0.5282, -1.3402, -1.8794], [2.2308, -0.7943, -1.9395], [0.8910, 0.2694, -2.3383], [1.9544, 0.7621, -0.0235], [-0.2208, 1.5742, -0.1868], [-0.0422, 0.7483, 1.4071], [-0.8133, -0.0840, 0.0667], [0.6331, -1.4799, 0.8754], [-3.7092, -3.8210, -6.5257], [-4.6062, -2.8712, -5.8281], [-4.1928, -1.3685, -5.8155], [-5.8346, -2.8833, -6.5081], [-2.6553, -3.7703, -6.2521], [-3.6938, -3.6189, -7.5967], [-4.1724, -4.7961, -6.3752], [-4.8751, -3.2451, -4.8402], [-4.6091, -0.8298, -4.9642], [-4.2728, -0.8450, -6.7682], [-3.1273, -1.4056, -5.5887], [-6.3710, -2.2230, -6.0632], [-3.8821, 0.6068, 6.7884], [-3.6356, 1.5637, 7.9276], [-2.1288, 1.8305, 8.0923], [-4.3604, 2.7034, 7.6032], [-3.4275, 0.9042, 5.8434], [-4.9395, 0.4779, 6.5575], [-3.4736, -0.3673, 7.0572], [-4.0764, 1.0906, 8.8051], [-1.5443, 0.9200, 8.2240], [-1.7521, 2.3985, 8.9429], [-1.6958, 2.3031, 7.2107], [-3.7628, 3.4120, 7.3535], [0.6874, -3.7826, 7.2421], [-0.2939, -3.9363, 8.3069], [-0.9017, -5.2139, 8.3373], [-1.9423, -5.3813, 9.4464], [-2.5021, -6.7275, 9.5680], [-3.4803, -6.6384, 10.6389], [-4.7361, -5.6731, 10.4474], [-4.5520, -4.4341, 11.0779], [-5.5671, -3.4833, 10.7920], [0.1924, -4.2064, 6.3683], [1.6568, -4.2448, 7.4283], [0.7858, -2.7341, 6.9606], [-0.0368, -5.8437, 8.5456], [-1.2656, -5.5172, 7.3556], [-2.7851, -4.7137, 9.2673], [-1.4323, -5.0934, 10.3657], [-3.0005, -7.0688, 8.7586], [-2.8399, -6.4557, 11.5019], [-3.8592, -7.6571, 10.7205], [-5.6394, -6.1278, 10.8542], [-4.9207, -5.4604, 9.3944], [-5.8451, -3.5328, 9.7393], [-5.2387, -2.4524, 10.9243], [-6.4378, -3.5060, 11.4474], [7.3832, -3.8429, -11.6469], [7.0439, -3.5794, -10.3475], [7.9494, -2.7546, -9.6324], [7.2950, -2.3242, -8.2763], [7.0969, -3.5697, -7.5301], [6.2695, -3.3669, -6.3983], [5.7468, -4.6349, -5.7613], [4.5428, -5.1094, -6.2546], [4.3309, -6.5185, -5.9169], [8.3002, -4.4313, -11.6775], [7.4777, -2.9231, -12.2241], [6.6349, -4.4581, -12.1465], [8.0939, -1.8244, -10.1820], [8.8810, -3.2898, -9.4485], [6.3815, -1.7490, -8.4271], [8.0110, -1.6877, -7.7565], [6.6350, -4.2574, -8.1079], [5.5068, -2.5994, -6.5304], [6.9386, -3.0174, -5.6120], [5.5946, -4.3932, -4.7094], [6.5530, -5.3566, -5.6296], [3.3974, -6.7057, -6.4476], [4.4131, -6.8109, -4.8700], [5.0524, -7.1501, -6.4351], [6.3124, 3.1931, -2.4935], [7.5845, 3.4528, -1.8949], [7.7112, 3.1642, -0.4856], [6.8763, 4.1223, 0.2713], [6.9407, 3.8120, 1.7344], [5.8233, 4.4645, 2.4220], [5.8376, 4.1791, 3.9321], [5.2167, 2.9202, 4.1524], [5.1973, 2.6135, 5.5036], [5.4368, 3.5653, -1.9617], [6.1540, 2.1181, -2.5794], [6.4543, 3.5491, -3.5139], [8.7529, 3.2938, -0.1922], [7.4761, 2.1029, -0.4058], [5.8365, 4.0759, -0.0523], [7.2626, 5.0974, -0.0256], [6.9298, 2.8168, 1.9063], [4.8438, 4.1834, 2.0351], [5.9011, 5.5261, 2.1873], [5.3655, 4.9810, 4.4997], [6.8541, 4.1282, 4.3222], [6.1538, 2.8347, 5.9773], [4.9111, 1.5846, 5.7214], [4.4347, 3.1853, 6.0324], [-5.0816, 10.0667, 8.6465], [-4.0133, 9.3702, 8.0432], [-3.3774, 8.4119, 8.9730], [-2.1805, 7.9240, 8.1991], [-2.5326, 7.5491, 6.8565], [-1.4382, 7.4446, 5.9017], [-1.9139, 7.0979, 4.4825], [-2.7510, 8.1159, 3.9972], [-3.4821, 7.6560, 2.8504], [-4.8478, 10.4759, 9.6294], [-5.9079, 9.3582, 8.7048], [-5.3431, 10.9142, 8.0129], [-3.9941, 7.5634, 9.2693], [-2.9860, 8.8678, 9.8824], [-1.6960, 7.0087, 8.5392], [-1.4777, 8.7433, 8.0478], [-3.2271, 8.2385, 6.6064], [-0.7320, 6.7124, 6.2932], [-0.8976, 8.3898, 5.9514], [-2.4967, 6.1870, 4.6192], [-1.0459, 6.8727, 3.8629], [-4.0638, 6.7511, 3.0263], [-2.8570, 7.5794, 1.9607], [-4.1599, 8.5023, 2.7386], [-8.0103, -0.0767, -0.7005], [-9.0436, -0.0198, -1.6837], [-9.3607, -1.2804, -2.2319], [-10.3428, -0.9387, -3.3413], [-9.8733, -0.1115, -4.4787], [-10.6518, -0.3236, -5.7173], [-10.2311, 0.6139, -6.8613], [-11.1742, 0.6934, -7.8758], [-10.9023, 1.4744, -9.0326], [-7.6357, 0.9063, -0.4152], [-7.2162, -0.7314, -1.0593], [-8.3580, -0.6680, 0.1466], [-9.8221, -1.9604, -1.5158], [-8.4757, -1.7498, -2.6617], [-11.1363, -0.3381, -2.8966], [-10.6563, -1.8988, -3.7512], [-9.8642, 0.8738, -4.2568], [-11.6951, -0.0648, -5.5367], [-10.4857, -1.3691, -5.9769], [-9.2394, 0.3994, -7.2595], [-10.1876, 1.6325, -6.4757], [-10.7134, 2.5377, -8.8853], [-11.7737, 1.2616, -9.6518], [-9.9737, 1.1894, -9.5272], [8.2683, -2.7508, 1.6928], [8.0707, -1.9833, 3.0132], [9.3637, -1.3116, 3.6134], [10.3348, -2.3127, 3.7590], [11.6789, -2.0273, 4.1001], [7.1103, -0.9429, 2.7828], [7.3532, -2.7879, 1.1018], [8.5292, -3.7913, 1.8867], [9.0043, -2.2953, 1.0303], [7.7559, -2.6863, 3.7844], [9.2131, -0.7547, 4.5382], [9.6995, -0.5308, 2.9311], [12.0584, -1.2657, 3.4189], [12.2680, -2.9443, 4.1129], [11.7478, -1.5129, 5.0587], [6.9549, -0.3568, 3.5905], [6.1673, -1.2450, 2.5840], [2.6465, 3.4626, -9.6537], [2.7639, 4.9892, -9.9595], [3.3240, 5.2763, -11.4176], [4.6411, 4.6834, -11.6772], [5.0958, 4.9353, -13.0008], [1.5303, 5.7008, -9.6886], [3.5989, 2.9328, -9.6775], [2.0463, 2.9521, -10.4069], [2.2867, 3.2963, -8.6383], [3.5088, 5.4250, -9.2937], [3.2644, 6.3631, -11.4771], [2.5687, 4.9805, -12.1457], [6.1099, 4.5365, -13.0260], [5.3161, 5.9834, -13.2035], [4.5712, 4.3801, -13.7784], [0.7459, 5.3811, -10.2387], [1.6367, 6.6761, -9.9287], [-1.5991, -5.9264, -0.4977], [-2.8067, -5.2636, 0.0902], [-4.0159, -6.1875, 0.1952], [-5.1062, -5.4644, 0.8494], [-6.1874, -6.2804, 1.1106], [-2.3879, -4.8258, 1.4009], [-0.6337, -5.4707, -0.2774], [-1.7245, -5.8365, -1.5768], [-1.5536, -6.9757, -0.2061], [-3.0020, -4.3202, -0.4195], [-3.7516, -7.0000, 0.8721], [-4.3050, -6.6382, -0.7542], [-6.0466, -7.1931, 1.6896], [-6.5236, -6.4867, 0.0944], [-7.0258, -5.7573, 1.5706], [-3.2362, -4.5589, 1.8796], [-2.0605, -5.7254, 1.7229]],
  "lowdin_charge": [-0.040, -0.525, -0.076, -0.057, 0.076, 0.076, 0.072, 0.134, 0.085, 0.090, 0.083, 0.081, -0.062, -0.517, -0.045, -0.068, 0.083, 0.087, 0.085, 0.130, 0.073, 0.084, 0.065, 0.081, -0.077, -0.509, -0.056, -0.041, 0.080, 0.079, 0.076, 0.133, 0.075, 0.073, 0.078, 0.086, -0.080, -0.204, -0.235, -0.200, -0.079, -0.193, -0.211, -0.201, -0.108, 0.076, 0.085, 0.082, 0.119, 0.114, 0.107, 0.131, 0.104, 0.118, 0.107, 0.114, 0.109, 0.083, 0.082, 0.084, -0.145, -0.199, -0.200, -0.184, -0.069, -0.245, -0.278, -0.171, -0.077, 0.088, 0.087, 0.089, 0.114, 0.123, 0.113, 0.117, 0.108, 0.122, 0.118, 0.115, 0.125, 0.087, 0.085, 0.078, -0.105, -0.206, -0.218, -0.218, -0.048, -0.210, -0.218, -0.184, -0.145, 0.073, 0.079, 0.091, 0.128, 0.124, 0.097, 0.131, 0.103, 0.113, 0.117, 0.118, 0.117, 0.085, 0.086, 0.084, -0.113, -0.210, -0.169, -0.238, -0.093, -0.202, -0.241, -0.182, -0.094, 0.083, 0.089, 0.088, 0.123, 0.118, 0.122, 0.113, 0.092, 0.116, 0.111, 0.113, 0.120, 0.086, 0.085, 0.087, -0.096, -0.200, -0.237, -0.202, -0.073, -0.192, -0.246, -0.197, -0.100, 0.090, 0.076, 0.080, 0.122, 0.118, 0.120, 0.116, 0.100, 0.116, 0.117, 0.120, 0.117, 0.081, 0.092, 0.080, -0.056, -0.424, -0.200, -0.203, -0.096, 0.018, 0.068, 0.072, 0.078, 0.126, 0.117, 0.117, 0.082, 0.090, 0.078, 0.064, 0.074, -0.058, -0.424, -0.177, -0.182, -0.127, 0.027, 0.068, 0.072, 0.069, 0.129, 0.105, 0.113, 0.080, 0.085, 0.087, 0.070, 0.064, -0.075, -0.478, -0.162, -0.197, -0.148, 0.033, 0.084, 0.079, 0.082, 0.139, 0.122, 0.127, 0.089, 0.086, 0.088, 0.066, 0.066],
  "total_charge": 0,
  "homo_lumo_gap_ev": 8.53,
  "e_lumo_ev": 0.20,
  "e_above_lowest_kj_mol": 296.4,
  "total_energy_ev": -99694.11609,
  "smiles": "COC[C@H](C)N.COC[C@H](C)N.COC[C@H](C)N.COCCNCCOC.COCCNCCOC.COCCNCCOC.COCCNCCOC.COCCNCCOC.CC(C)O.CC(C)O.CC(C)O"
}

=====

Entry 2:
{
  "formula": "C51H29Cl4N5O4Ti",
  "method": "ωB97M-V/def2-TZVPD",
  "species": ["Ti", "Cl", "C", "C", "C", "C", "C", "C", "C", "C", "C", "C", "C", "C", "C", "C", "C", "C", "Cl", "C", "C", "C", "N", "C", "C", "C", "C", "C", "C", "Cl", "C", "C", "C", "C", "C", "C", "N", "C", "C", "C", "C", "C", "N", "C", "C", "C", "C", "Cl", "C", "C", "C", "C", "N", "H", "H", "H", "H", "H", "H", "H", "H", "H", "H", "H", "H", "H", "H", "H", "H", "H", "H", "H", "H", "H", "H", "H", "H", "O", "C", "O", "C", "C", "C", "C", "C", "N", "C", "O", "O", "H", "H", "H", "H", "H"],
  "coordinates": [[-0.3044, 0.0449, -0.1174], [-4.4660, 7.8055, -4.0604], [-3.7478, 6.3853, -3.3563], [-3.2104, 6.4542, -2.0818], [-2.6339, 5.3206, -1.5306], [-2.5967, 4.1156, -2.2301], [-3.1462, 4.0797, -3.5115], [-3.7190, 5.2061, -4.0814], [-1.9728, 2.9047, -1.6424], [-0.9901, 2.2172, -2.3762], [-0.2529, 2.7322, -3.5488], [0.7116, 1.8531, -3.8183], [0.6249, 0.7502, -2.8278], [2.1192, -0.8174, -2.1951], [3.5216, -1.1714, -2.5444], [3.8636, -1.8296, -3.7217], [5.1760, -2.2065, -3.9705], [6.1504, -1.9238, -3.0302], [7.7963, -2.3975, -3.3324], [5.8380, -1.2701, -1.8486], [4.5258, -0.8957, -1.6139], [1.2899, -1.8759, -1.3346], [1.0222, -1.5282, 0.0205], [1.6612, -2.3161, 0.8305], [1.6568, -2.0704, 2.2087], [2.5177, -2.8779, 3.1110], [2.2914, -4.2390, 3.3005], [3.1159, -4.9943, 4.1210], [4.1724, -4.3757, 4.7675], [5.2103, -5.3152, 5.8013], [4.4181, -3.0227, 4.6055], [3.5908, -2.2848, 3.7726], [0.7665, -1.1248, 2.7077], [0.5304, -1.0036, 4.1281], [-0.5976, -0.2850, 4.2836], [-1.0416, 0.1008, 2.9742], [-0.1660, -0.3588, 2.0083], [-2.2059, 0.8319, 2.7617], [-2.5416, 1.4598, 1.5703], [-3.7005, 2.2944, 1.4192], [-3.5774, 2.9357, 0.2420], [-2.3698, 2.4545, -0.3900], [-1.7549, 1.5214, 0.4329], [-3.1157, 1.0166, 3.9304], [-3.8196, -0.0575, 4.4646], [-4.6552, 0.1089, 5.5588], [-4.7811, 1.3656, 6.1254], [-5.8266, 1.5842, 7.4986], [-4.0877, 2.4529, 5.6197], [-3.2597, 2.2687, 4.5230], [2.2764, -3.4170, 0.0378], [1.9536, -3.2248, -1.2433], [-0.5763, 1.0130, -2.0554], [-3.2349, 7.3870, -1.5357], [-2.1957, 5.3723, -0.5414], [-3.1359, 3.1505, -4.0687], [-4.1494, 5.1705, -5.0726], [-0.4435, 3.6776, -4.0314], [1.4584, 1.9373, -4.5946], [3.0968, -2.0723, -4.4454], [5.4428, -2.7219, -4.8829], [6.6131, -1.0601, -1.1248], [4.2757, -0.3836, -0.6923], [1.4528, -4.7137, 2.8047], [2.9397, -6.0510, 4.2679], [5.2499, -2.5598, 5.1182], [3.7800, -1.2277, 3.6295], [1.1372, -1.4646, 4.8901], [-1.0935, -0.0235, 5.2037], [-4.5012, 2.3812, 2.1350], [-4.2567, 3.6460, -0.1994], [-3.7119, -1.0380, 4.0169], [-5.2058, -0.7256, 5.9705], [-4.1913, 3.4250, 6.0813], [-2.7067, 3.1104, 4.1242], [2.8603, -4.2218, 0.4575], [2.2367, -3.8326, -2.0894], [-3.1624, -2.6645, -1.3510], [-1.9849, -2.0253, -1.3404], [-1.7512, -1.2433, -0.3292], [-1.0666, -2.1743, -2.3500], [-1.2257, -2.6927, -3.6507], [-0.3304, -2.2840, -4.6620], [0.6555, -1.3504, -4.4791], [0.8531, -0.7431, -3.1396], [0.1269, -1.4540, -2.0896], [1.8281, 0.6821, -1.7689], [2.8811, 1.5714, -1.9545], [1.3299, 0.8742, -0.5163], [-3.6596, -2.3381, -0.5897], [-2.0927, -3.2893, -3.8945], [-0.4778, -2.6870, -5.6571], [1.2524, -1.0115, -5.3158], [3.4240, 1.2742, -2.6948]],
  "lowdin_charge": [1.270, 0.657, -0.669, -0.095, -0.028, -0.200, -0.028, -0.097, -0.074, -0.193, 0.041, 0.050, -0.253, -0.064, -0.165, -0.010, -0.092, -0.666, 0.664, -0.085, -0.007, -0.310, 0.043, -0.178, -0.078, -0.205, -0.026, -0.098, -0.669, 0.659, -0.096, -0.023, -0.181, 0.016, 0.011, -0.214, 0.057, -0.077, -0.217, 0.009, 0.009, -0.195, 0.045, -0.216, -0.020, -0.095, -0.668, 0.660, -0.094, -0.027, 0.057, 0.070, 0.090, 0.106, 0.126, 0.125, 0.106, 0.116, 0.126, 0.103, 0.107, 0.109, 0.134, 0.125, 0.106, 0.106, 0.126, 0.116, 0.119, 0.118, 0.117, 0.127, 0.106, 0.107, 0.129, 0.114, 0.127, 0.131, -0.414, -0.109, -0.156, -0.002, -0.089, -0.011, -0.210, 0.028, -0.462, 0.082, -0.132, 0.127, 0.108, 0.101, 0.103, 0.108],
  "total_charge": 0,
  "homo_lumo_gap_ev": [5.23, 5.45],
  "e_lumo_ev": [-1.03, -1.86],
  "e_above_lowest_kj_mol": 0.0,
  "total_energy_ev": -142204.93620,
  "s_squared": 2.180,
  "spin_multiplicity": 3
}